Here is 2 unconnected molecules or ions with the total composition C7H16N at a distorted geometry from OMol25. Energies are from ωB97M-V/def2-TZVPD.

```
24
Properties=species:S:1:pos:R:3:forces:R:3:mulliken_charge:R:1
C -1.49124 -0.74481 1.00671 0.8 0.2 -1.3 -0.3350
C -1.63354 0.71240 0.57495 -1.0 -0.4 0.8 -0.6581
C -1.24585 0.89769 -0.90822 -0.2 0.2 0.8 -0.6061
C -0.02968 0.06694 -1.27327 -2.0 -1.1 0.2 -0.7854
C 0.99697 0.08958 -0.25346 0.5 2.6 -4.1 0.4458
C 2.16476 0.66315 -0.28510 0.6 -0.7 3.5 -0.2201
C 3.18272 0.64012 0.84502 -0.3 0.0 0.2 -1.1850
N -2.18805 -1.62714 0.12416 -0.1 -0.2 0.3 -0.5035
H -1.55853 -1.03460 2.05465 0.1 0.5 0.2 0.4387
H -0.39042 -0.86304 0.72787 0.6 -0.5 0.7 0.1560
H -1.03381 1.29487 1.27395 0.1 0.3 -0.2 0.3440
H -2.67651 1.01043 0.70286 0.1 0.2 0.0 0.3609
H -2.10122 0.59817 -1.50870 0.1 0.0 -0.2 0.3661
H -1.04503 1.95263 -1.08776 0.0 0.0 0.0 0.3609
H -0.40632 -0.94854 -1.47962 0.2 -0.1 0.0 0.4053
H 0.35671 0.41233 -2.23713 0.7 -0.2 0.2 0.4099
H 2.67145 -1.53535 -0.41933 0.1 -0.6 -0.1 -0.1978
H 2.30171 1.47068 -1.00352 -0.5 -0.2 -0.4 0.4127
H 4.06788 0.02757 0.68858 0.0 0.0 -0.4 0.4019
H 2.66455 0.27165 1.72630 0.2 -0.1 0.1 0.3335
H 3.48300 1.66590 1.05076 0.1 0.0 -0.1 0.3629
H -2.04647 -2.59802 0.37642 0.0 0.0 0.0 0.2341
H 2.54335 -2.26842 -0.46105 0.1 0.0 0.0 0.2115
H -3.18686 -1.44892 0.16749 0.0 0.1 -0.4 0.2470
```
Forces are in eV/Å.

Its LUMO energy is -7.18 eV. The total energy is -330.618004 Ha. Its spin multiplicity is 1. For the energy above the lowest of the compared OMol25 structures with the same formula, charge and spin, the calculation gives 552.9 kJ/mol. The frontier orbital gap comes out at 6.615 eV. As for the total charge: +1.